2 unconnected molecules or ions with the total composition C4H5Cl4NO. Source: the OMol25 dataset; level of theory: the ωB97M-V functional and the def2-TZVPD basis.

Each line ends with the Mulliken charge.
Geometry (Å):
C1 -0.41 2.01 1.20  -0.072
C2 0.37 -2.32 0.14  -0.594
C3 0.73 1.24 -0.77  -0.352
C4 -0.63 -1.28 -0.25  0.291
N1 -0.39 1.76 -0.15  -0.176
O1 0.57 1.87 1.92  -0.551
Cl1 1.94 -2.14 -0.77  -0.189
Cl2 1.00 1.13 -2.44  -0.088
Cl3 -1.57 -0.59 1.06  -0.144
Cl4 -1.27 -1.36 -1.80  -0.119
H1 -1.31 2.28 1.65  0.557
H2 -0.01 -3.29 -0.16  0.374
H3 0.66 -2.04 1.12  0.334
H4 1.52 1.12 0.05  0.412
H5 -1.21 1.62 -0.79  0.317

The calculation puts the LUMO energy (alpha / beta) at 0.0003 / -0.0272 hartree. The calculation puts the HOMO energy (alpha / beta) at -8.44 / -7.45 eV. For the energy above the lowest of the compared OMol25 structures with the same formula, charge and spin, the calculation gives 150.4 kJ/mol. Its total charge is 0.

=====

2 unconnected molecules or ions with the total composition C4H5ClN2O2S. Source: the OMol25 dataset; level of theory: the ωB97M-V functional and the def2-TZVPD basis.

Each line ends with the Mulliken charge.
Geometry (Å):
C1 2.37 1.18 -0.34  -0.301
C2 1.37 0.52 -0.93  -0.299
C3 2.68 -0.85 0.06  -0.081
C4 -2.86 0.25 1.34  -0.198
N1 3.16 0.29 0.32  -0.498
N2 1.47 -0.85 -0.72  0.138
O1 -3.01 0.79 0.32  -0.325
O2 1.42 -3.34 -1.10  -0.461
S1 0.52 -2.11 -1.32  0.567
Cl1 -1.23 -1.99 0.13  -0.243
H1 2.62 2.26 -0.42  0.338
H2 0.38 0.88 -1.16  0.394
H3 3.12 -1.75 0.35  0.436
H4 -1.95 -0.26 1.73  0.294
H5 -3.85 0.36 2.01  0.239

The calculation puts the LUMO energy at -0.0611 hartree. The calculation puts the HOMO energy at -9.83 eV. For the energy above the lowest of the compared OMol25 structures with the same formula, charge and spin, the calculation gives 225.5 kJ/mol. Its total charge is 0.

=====

C4H5ClN2S in the gas phase. Source: the OMol25 dataset; level of theory: the ωB97M-V functional and the def2-TZVPD basis.

Each line ends with the Mulliken charge.
Geometry (Å):
N1 2.29 0.01 0.00  -0.852
N2 0.89 0.13 0.00  0.371
C1 0.07 -0.96 -0.01  -0.109
C2 -1.23 -0.51 0.00  -0.003
S1 -2.74 -1.43 0.00  -0.240
C3 -1.16 0.92 0.00  0.229
Cl1 -2.51 1.98 0.00  -0.221
C4 0.16 1.28 -0.01  -0.546
H1 2.67 0.46 -0.83  0.254
H2 2.63 0.46 0.83  0.253
H3 0.49 -1.97 -0.01  0.352
H4 -2.17 -2.63 0.03  0.116
H5 0.62 2.27 0.01  0.395

The calculation puts the LUMO energy at 0.0286 hartree. The calculation puts the HOMO energy at -8.06 eV. For the energy above the lowest of the compared OMol25 structures with the same formula, charge and spin, the calculation gives 111.6 kJ/mol. Its total charge is 0.

=====

A gas-phase ion, C4H5ClNOS (charge -1). Source: the OMol25 dataset; level of theory: the ωB97M-V functional and the def2-TZVPD basis.

Each line ends with the Mulliken charge.
Geometry (Å):
C1 -1.26 -1.10 -0.12  -1.197
C2 -1.35 0.34 0.35  -0.090
N1 -0.34 1.26 0.18  0.568
O1 -0.53 2.45 0.33  -0.720
C3 1.12 0.82 -0.36  -0.759
C4 1.82 -0.20 0.22  0.455
S1 1.55 -1.15 1.50  -0.494
Cl1 3.45 -0.40 -0.70  -0.331
H1 -0.75 -1.04 -1.09  0.305
H2 -2.25 -1.50 -0.32  0.328
H3 -0.80 -1.82 0.53  0.252
H4 -2.22 0.87 0.75  0.455
H5 1.56 1.46 -1.25  0.229

The calculation puts the LUMO energy (alpha / beta) at 0.1333 / 0.1333 hartree. The calculation puts the HOMO energy (alpha / beta) at -3.63 / -3.63 eV. For the energy above the lowest of the compared OMol25 structures with the same formula, charge and spin, the calculation gives 0.0 kJ/mol. Its total charge is -1.

=====

A molecular structure, C4H5ClO. Source: the OMol25 dataset; level of theory: the ωB97M-V functional and the def2-TZVPD basis.

Each line ends with the Mulliken charge.
Geometry (Å):
C1 -1.01 -1.39 -0.12  -0.280
C2 -1.70 -0.55 0.63  -0.302
C3 -0.70 0.04 -0.26  -0.424
C4 1.11 0.67 0.26  -0.057
O1 1.57 1.62 -0.64  -0.470
Cl1 2.02 -0.75 0.59  -0.177
H1 -0.78 -2.39 -0.40  0.357
H2 -2.66 -0.50 1.04  0.372
H3 -0.93 0.70 -1.03  0.363
H4 0.84 1.18 1.18  0.302
H5 2.24 1.37 -1.26  0.316

The calculation puts the LUMO energy at 0.0333 hartree. The calculation puts the HOMO energy at -8.07 eV. For the energy above the lowest of the compared OMol25 structures with the same formula, charge and spin, the calculation gives 360.0 kJ/mol. Its total charge is 0.

=====

C4H5ClO2S in the gas phase. Source: the OMol25 dataset; level of theory: the ωB97M-V functional and the def2-TZVPD basis.

Each line ends with the Mulliken charge.
Geometry (Å):
O1 1.41 -1.72 -0.27  -0.555
C1 1.32 -0.53 -0.42  0.433
O2 2.33 0.15 -0.99  -0.478
C2 0.14 0.24 -0.03  0.326
S1 0.29 1.99 -0.01  -0.332
C3 -0.52 -0.37 1.24  -0.509
C4 -1.25 -0.62 -0.05  -0.186
Cl1 -2.67 -0.03 -0.75  -0.153
H1 2.14 1.16 -0.82  0.328
H2 -0.89 2.20 -0.96  0.209
H3 -0.37 -1.40 1.69  0.263
H4 -0.89 0.50 1.82  0.303
H5 -1.03 -1.57 -0.45  0.350

The calculation puts the LUMO energy at 0.0078 hartree. The calculation puts the HOMO energy at -10.04 eV. For the energy above the lowest of the compared OMol25 structures with the same formula, charge and spin, the calculation gives 156.8 kJ/mol. Its total charge is 0.

=====

A molecular structure, C4H5ClOS. Source: the OMol25 dataset; level of theory: the ωB97M-V functional and the def2-TZVPD basis.

Each line ends with the Mulliken charge.
Geometry (Å):
C1 1.17 -0.03 -1.21  -0.738
C2 0.20 -0.14 0.03  0.367
C3 -0.07 0.78 0.89  -0.341
C4 -0.99 0.41 2.02  -0.044
H1 -1.05 -1.20 -2.49  0.184
H2 1.79 -1.04 -1.28  0.337
H3 1.72 0.81 -0.94  0.410
H4 -0.05 1.75 0.55  0.387
H5 -1.74 1.23 2.71  0.255
O1 -0.98 -0.86 2.52  -0.496
S1 0.14 0.06 -2.83  -0.219
Cl1 -0.14 -1.76 0.03  -0.101

The calculation puts the LUMO energy at -0.0192 hartree. The calculation puts the HOMO energy at -9.44 eV. For the energy above the lowest of the compared OMol25 structures with the same formula, charge and spin, the calculation gives 425.1 kJ/mol. Its total charge is 0.

=====

2 unconnected molecules or ions with the total composition C4H5ClS. Source: the OMol25 dataset; level of theory: the ωB97M-V functional and the def2-TZVPD basis.

Each line ends with the Mulliken charge.
Geometry (Å):
C1 1.53 0.72 -0.08  -0.520
C2 0.50 0.04 -0.80  -0.132
C3 0.58 -0.18 0.76  -0.265
C4 -0.66 0.36 0.11  0.172
S1 -2.13 -1.77 0.28  -0.343
Cl1 -1.72 1.64 0.29  -0.099
H1 2.55 0.59 -0.17  0.318
H2 1.49 1.78 0.04  0.171
H3 0.70 -0.62 -1.65  0.281
H4 0.50 -1.02 1.48  0.316
H5 -3.33 -1.54 -0.25  0.102

The calculation puts the LUMO energy (alpha / beta) at -0.0286 / -0.0287 hartree. The calculation puts the HOMO energy (alpha / beta) at -8.65 / -8.65 eV. For the energy above the lowest of the compared OMol25 structures with the same formula, charge and spin, the calculation gives 460.5 kJ/mol. Its total charge is 0.